Density functional theory data (ωB97M-V/def2-TZVPD) for a molecular structure, C57H122N6O7.

The geometry in XYZ format:
```
192
Properties=species:S:1:pos:R:3
C 3.487 1.309 0.630
C 3.668 1.529 2.143
C 5.054 0.991 2.564
C 6.267 1.994 2.278
C 5.991 3.320 2.918
C 4.616 3.930 2.447
N 3.492 2.977 2.577
O 2.277 3.569 2.309
C 4.298 5.068 3.374
C 4.863 4.524 0.987
C 2.626 0.575 2.883
H 4.254 1.842 0.068
H 2.572 1.812 0.317
H 3.495 0.284 0.257
H 5.077 0.480 3.526
H 5.263 0.160 1.890
H 6.547 2.096 1.229
H 7.168 1.603 2.752
H 6.738 3.928 2.408
H 6.364 3.277 3.942
H 4.178 4.608 4.355
H 5.102 5.800 3.450
H 3.310 5.503 3.223
H 3.978 4.328 0.382
H 4.933 5.604 1.123
H 5.639 4.147 0.320
H 1.657 1.071 2.830
H 2.830 0.301 3.918
H 2.453 -0.281 2.231
H 1.908 3.809 3.163
C -2.153 4.519 1.599
C -2.942 3.256 1.285
C -4.306 3.439 1.941
C -5.418 2.448 1.417
C -5.560 2.411 -0.138
C -4.176 2.248 -0.877
N -3.164 3.154 -0.197
O -1.948 3.156 -0.897
C -3.747 0.779 -0.867
C -4.546 2.701 -2.285
C -2.281 1.984 1.890
H -2.140 4.655 2.681
H -2.528 5.380 1.047
H -1.121 4.643 1.273
H -4.240 3.100 2.975
H -4.717 4.446 2.014
H -6.409 2.716 1.784
H -5.130 1.496 1.863
H -6.146 3.283 -0.429
H -6.191 1.572 -0.429
H -2.701 0.496 -0.979
H -3.925 0.196 0.037
H -4.091 0.299 -1.783
H -5.160 2.022 -2.877
H -5.106 3.631 -2.385
H -3.728 2.676 -3.005
H -1.438 1.587 1.323
H -3.028 1.191 1.838
H -1.960 2.026 2.931
H -2.168 3.771 -1.600
C 0.171 3.643 0.210
C 1.325 4.228 -0.562
C 2.467 3.052 -0.828
C 2.273 2.328 -2.238
C 1.989 3.357 -3.310
C 0.855 4.332 -3.057
N 1.063 5.025 -1.841
O 0.336 6.126 -1.629
C 0.916 5.309 -4.203
C -0.492 3.647 -3.065
C 2.144 5.248 0.392
H -0.405 4.461 0.642
H 0.675 3.219 1.078
H -0.349 2.804 -0.253
H 3.466 3.490 -0.830
H 2.571 2.266 -0.080
H 1.521 1.555 -2.083
H 3.149 1.762 -2.553
H 1.867 2.843 -4.263
H 2.935 3.898 -3.311
H 0.298 6.201 -4.094
H 1.959 5.590 -4.346
H 0.566 4.963 -5.176
H -0.668 2.754 -2.465
H -1.182 4.348 -2.595
H -0.799 3.492 -4.100
H 1.512 6.109 0.610
H 3.002 5.623 -0.165
H 2.437 4.684 1.277
H 0.957 6.831 -1.827
C -0.225 -3.554 3.778
C -0.742 -4.910 3.135
C 0.188 -5.313 1.884
C 1.396 -6.116 2.114
C 1.032 -7.272 3.029
C 0.329 -6.844 4.359
N -0.822 -5.960 4.101
O -1.744 -5.756 5.252
C -0.272 -8.232 4.855
C 1.275 -6.275 5.381
C -2.131 -4.728 2.472
H -0.584 -3.378 4.792
H -0.428 -2.647 3.208
H 0.844 -3.631 3.976
H -0.315 -5.793 1.045
H 0.586 -4.405 1.431
H 2.143 -5.519 2.637
H 1.787 -6.548 1.193
H 1.996 -7.722 3.266
H 0.450 -7.956 2.411
H -0.956 -8.143 5.699
H -0.975 -8.528 4.077
H 0.375 -9.088 5.050
H 1.768 -6.948 6.082
H 2.022 -5.593 4.974
H 0.699 -5.619 6.033
H -2.051 -4.228 1.506
H -2.912 -4.273 3.081
H -2.593 -5.686 2.235
H -2.524 -6.147 4.851
C -0.982 -0.154 -5.396
C -1.070 -0.911 -4.060
C -1.312 0.126 -2.887
C -2.766 0.595 -2.743
C -3.791 -0.558 -2.761
C -3.623 -1.474 -3.984
N -2.187 -1.882 -4.079
O -2.037 -2.897 -5.026
C -4.488 -2.764 -3.690
C -4.291 -0.861 -5.197
C 0.290 -1.549 -3.627
H -1.807 0.546 -5.531
H -1.041 -0.843 -6.238
H -0.060 0.355 -5.676
H -1.008 -0.215 -1.897
H -0.779 1.050 -3.115
H -2.991 1.290 -3.552
H -2.996 1.069 -1.789
H -4.792 -0.177 -2.556
H -3.517 -1.142 -1.882
H -5.014 -3.084 -4.590
H -4.104 -3.746 -3.417
H -5.244 -2.605 -2.921
H -3.971 -1.242 -6.166
H -5.369 -1.020 -5.194
H -3.977 0.181 -5.271
H 0.686 -2.136 -4.456
H 0.296 -2.373 -2.914
H 1.010 -0.746 -3.466
H -1.977 -3.662 -4.450
C -0.236 -2.966 1.081
C -1.074 -2.038 0.253
C -1.915 -1.116 1.143
C -1.058 -0.072 1.827
C -0.395 0.805 0.830
C 0.480 0.006 -0.195
N -0.251 -1.182 -0.703
O 0.457 -1.978 -1.667
C 0.724 1.024 -1.392
C 1.819 -0.259 0.387
C -2.025 -2.857 -0.565
H 0.233 -3.565 0.301
H -0.845 -3.514 1.800
H 0.597 -2.600 1.680
H -2.544 -0.435 0.569
H -2.530 -1.647 1.870
H -0.260 -0.560 2.387
H -1.578 0.546 2.559
H 0.158 1.345 1.598
H -1.045 1.417 0.205
H 1.502 0.730 -2.097
H -0.178 1.292 -1.943
H 1.164 1.905 -0.925
H 2.543 -0.498 -0.391
H 2.198 0.503 1.068
H 1.719 -1.224 0.885
H -1.481 -3.590 -1.161
H -2.526 -2.185 -1.262
H -2.746 -3.309 0.116
H -0.204 -1.991 -2.363
C 3.796 -3.476 -1.691
C 2.492 -4.320 -1.746
C 1.593 -4.283 -0.384
O 1.627 -3.846 -2.832
H 3.937 -2.913 -2.614
H 4.604 -4.206 -1.637
H 3.855 -2.711 -0.917
H 2.814 -5.353 -1.875
H 0.536 -4.271 -0.647
H 1.771 -3.474 0.325
H 1.696 -5.148 0.272
H 1.382 -2.977 -2.505
```

* LUMO level: 0.465 eV
* energy: -84304.73453 eV
* molecular weight: 1003.6 g mol⁻¹
* ΔE to the lowest compared entry with this formula, charge and spin: 50.556 eV
* Kohn-Sham gap: 7.744 eV
* highest occupied orbital energy: -0.2675 Ha

Mulliken atomic charge list, values in e, 4 entries:
1. C -2.416
2. C 1.662
3. C -0.939
4. C -0.861

Density functional theory data (ωB97M-V/def2-TZVPD) for 2 unconnected molecules or ions with the total composition FH3N2.

The geometry in XYZ format:
```
6
Properties=species:S:1:pos:R:3
N -0.249 -0.392 -0.556
N 0.550 -0.091 0.490
F 0.014 -0.550 1.626
H 0.284 -0.116 -1.419
H -1.205 -0.399 -0.697
H 0.604 1.549 0.556
```

* LUMO level (spin up / spin down): 0.294 / 0.319 eV
* energy: -5740.46600 eV
* molecular weight: 50.0 g mol⁻¹
* ΔE to the lowest compared entry with this formula, charge and spin: 3.124 eV
* Kohn-Sham gap (spin up / spin down): 8.723 / 8.745 eV
* highest occupied orbital energy (spin up / spin down): -0.3098 / -0.3096 Ha

Mulliken atomic charge list, values in e, 4 entries:
1. N -0.288
2. N -0.159
3. F -0.126
4. H 0.280

Density functional theory data (ωB97M-V/def2-TZVPD) for a molecular structure, C30H28MoN3O9PSSe2.

The geometry in XYZ format:
```
75
Properties=species:S:1:pos:R:3
Mo -0.164 -0.336 -0.360
O 1.876 -6.383 -3.531
C 0.731 -6.067 -3.452
O -0.409 -6.439 -3.849
C 0.302 -4.731 -2.693
C -0.284 -4.796 -1.448
C -0.458 -3.594 -0.775
N -0.047 -2.429 -1.278
C 0.507 -2.401 -2.497
C 0.667 -3.527 -3.273
C 0.998 -1.039 -2.917
O 1.127 -0.722 -4.074
O 1.232 -0.293 -1.865
H -0.516 -5.734 -0.958
H -0.901 -3.572 0.210
H 1.126 -3.450 -4.249
Se 0.278 2.079 0.186
P 0.667 1.875 2.409
Se -1.753 -0.955 1.091
C -0.728 2.808 3.125
C -0.975 4.148 2.829
C -2.043 4.805 3.412
C -2.879 4.130 4.297
C -2.641 2.799 4.597
C -1.566 2.139 4.011
C 2.051 3.050 2.676
C 2.987 3.375 1.700
C 4.084 4.168 2.012
C 4.257 4.646 3.301
C 3.327 4.327 4.283
C 2.236 3.533 3.974
H -0.320 4.677 2.146
H -2.226 5.847 3.183
H -3.711 4.647 4.756
H -3.285 2.272 5.289
H -1.374 1.099 4.248
H 2.853 3.023 0.684
H 4.802 4.415 1.240
H 5.111 5.265 3.543
H 3.453 4.697 5.292
H 1.517 3.291 4.749
O -0.685 2.053 -2.767
C -1.466 1.112 -2.710
O -1.471 0.108 -1.929
C -2.654 1.121 -3.684
N -2.366 2.289 -4.594
C -3.506 3.260 -4.493
C -4.030 3.007 -3.089
C -3.968 1.483 -2.981
H -2.697 0.195 -4.251
H -2.142 2.014 -5.546
H -1.498 2.665 -4.134
H -4.244 2.986 -5.246
H -3.141 4.264 -4.688
H -5.036 3.401 -2.961
H -3.380 3.476 -2.350
H -4.812 1.025 -3.497
H -3.961 1.120 -1.955
N 1.601 -0.838 0.870
C 1.821 -2.262 1.067
C 2.617 -2.962 0.172
C 2.650 -4.347 0.235
C 1.896 -5.021 1.188
C 1.189 -4.302 2.141
C 1.140 -2.916 2.080
S 1.720 -6.811 1.108
O 0.607 -6.950 0.163
O 2.987 -7.280 0.596
O 1.385 -7.199 2.462
H 1.531 -0.347 1.765
H 2.387 -0.434 0.364
H 3.168 -2.429 -0.596
H 3.239 -4.926 -0.466
H 0.658 -4.849 2.909
H 0.551 -2.353 2.796
```

* LUMO level (spin up / spin down): -2.117 / -2.994 eV
* energy: -207135.52284 eV
* molecular weight: 891.5 g mol⁻¹
* ΔE to the lowest compared entry with this formula, charge and spin: 2.829 eV
* 2S+1: 3
* Kohn-Sham gap (spin up / spin down): 5.723 / 4.845 eV
* highest occupied orbital energy (spin up / spin down): -0.2881 / -0.2881 Ha

Mulliken atomic charge list, values in e, 4 entries:
1. Mo 0.968
2. O -0.486
3. C 0.138
4. O -0.335

Question: Among the records above, which one has the lowest energy?
Answer: C30H28MoN3O9PSSe2

Question: What is the ΔE to the lowest compared entry with this formula, charge and spin in the second record?
Answer: 3.124 eV

What did the second record say?
Density functional theory data (ωB97M-V/def2-TZVPD) for 2 unconnected molecules or ions with the total composition FH3N2.

The geometry in XYZ format:
```
6
Properties=species:S:1:pos:R:3
N -0.249 -0.392 -0.556
N 0.550 -0.091 0.490
F 0.014 -0.550 1.626
H 0.284 -0.116 -1.419
H -1.205 -0.399 -0.697
H 0.604 1.549 0.556
```

* LUMO level (spin up / spin down): 0.294 / 0.319 eV
* energy: -5740.46600 eV
* molecular weight: 50.0 g mol⁻¹
* ΔE to the lowest compared entry with this formula, charge and spin: 3.124 eV
* Kohn-Sham gap (spin up / spin down): 8.723 / 8.745 eV
* highest occupied orbital energy (spin up / spin down): -0.3098 / -0.3096 Ha

Mulliken atomic charge list, values in e, 4 entries:
1. N -0.288
2. N -0.159
3. F -0.126
4. H 0.280